Density functional theory data (wB97M-V/def2-TZVPD) for one molecule with the formula C3H7N3 at a distorted geometry.

Each atom is followed by the atoms it is bonded to, with distances in Å.
Positions of all 13 atoms, in Å:
1 N 1.27735 0.43537 1.32746  C2 1.446, H7 1.011, H8 1.013
2 C 0.83794 -0.06283 0.04350  N1 1.446, C3 1.587, H9 1.133, H10 1.098
3 C -0.73777 0.07124 -0.09098  C2 1.587, N4 1.461, C5 1.466, H11 1.105
4 N -1.21274 0.52990 -1.39371  C3 1.461, H12 1.018, H13 1.017
5 C -0.85845 -1.38097 0.07027  C3 1.466, N6 1.160
6 N -0.59003 -2.50504 0.17237  C5 1.160
7 H 2.06467 -0.10369 1.66178  N1 1.011
8 H 1.54111 1.41379 1.31664  N1 1.013
9 H 0.96586 -1.18813 0.03682  C2 1.133
10 H 1.29458 0.34824 -0.86637  C2 1.098
11 H -1.15220 0.62121 0.77361  C3 1.105
12 H -1.10144 1.53727 -1.49094  N4 1.018
13 H -2.20422 0.33643 -1.51069  N4 1.017

Values from the calculation:
Multiplicity: 1
SMILES: N#C[C@H](N)CN
Relative energy (zero: lowest compared OMol25 entry of this formula, charge and spin), kJ/mol: 143.9
Net charge: 0